Entry from the OMol25 dataset: a cluster of 10 separate species, C42H68N4O26S6 in total (ωB97M-V/def2-TZVPD).

As for the SMILES: O=[N+]([O-])c1ccccc1.O=[N+]([O-])c1ccccc1.O=[N+]([O-])c1ccccc1.O=[N+]([O-])c1ccccc1.CCOS(C)(=O)=O.CCOS(C)(=O)=O.CCOS(C)(=O)=O.CCOS(C)(=O)=O.CCOS(C)(=O)=O.CCOS(C)(=O)=O. The calculation puts the HOMO energy at -10.011 eV. The calculation puts the max |F| at 4.576 eV Å⁻¹. The value obtained for the total energy is -6204.9028 Ha. The spin multiplicity is 1. The LUMO energy comes out at -0.7 eV.

Last columns: bonded neighbours and bond lengths (Å).
Positions of all 146 atoms, in Å:
1 H 11.31088 19.18408 -9.95458  C58 1.090
2 C 20.13625 15.15449 -15.45279  C45 1.431, H118 1.080, C137 1.363
3 H 16.65233 17.65367 -4.40665  C135 1.080
4 C 18.34752 7.08756 -19.14708  H13 1.090, H27 1.090, S30 1.871, H87 1.090
5 H 23.00226 13.43079 2.51635  C68 1.090
6 C 10.24701 6.72128 -4.96512  H95 1.080, C107 1.373, C117 1.385
7 H 18.63546 16.50714 -4.34392  C47 1.080
8 C 20.53940 15.92664 -13.25131  C72 1.424, H120 1.080, C137 1.375
9 H 20.71827 20.28248 -4.84213  C57 1.080
10 H 29.09537 8.56962 -11.66146  C55 1.090
11 C 18.95267 1.62097 -12.76813  H34 1.090, S50 1.894, H63 1.090, H134 1.090
12 S 27.30591 8.25258 -7.26575  C21 1.847, O40 1.485, O66 1.622, O73 1.445
13 H 18.43815 6.45820 -18.26175  C4 1.090
14 H 12.72483 21.04327 -10.93011  C25 1.090
15 N 16.11435 20.29113 -5.19692  C85 1.537, O106 1.220, O131 1.233
16 H 16.53611 10.22849 -18.07402  C71 1.090
17 C 15.54567 14.68778 2.30447  C23 1.553, H26 1.090, H76 1.090, O115 1.431
18 H 14.46405 13.73862 0.65718  C23 1.090
19 H 25.57274 16.36592 0.20150  C79 1.090
20 O 24.95745 13.96546 -0.32153  S62 1.464
21 C 28.28607 9.68561 -6.63621  S12 1.847, H24 1.090, H65 1.090, H124 1.090
22 H 14.92958 9.34242 -16.34312  C146 1.090
23 C 15.48933 13.81813 1.01856  C17 1.553, H18 1.090, H104 1.090, H123 1.090
24 H 29.32705 9.50976 -6.90740  C21 1.090
25 C 12.78626 20.01763 -11.29393  H14 1.090, H35 1.090, C58 1.507, H101 1.090
26 H 14.78925 14.24721 2.95395  C17 1.090
27 H 19.06009 6.71699 -19.88398  C4 1.090
28 C 10.92184 16.35312 -9.38136  H32 1.090, H42 1.090, H110 1.090, S143 1.891
29 H 19.96761 11.34662 -7.20615  C113 1.080
30 S 19.06997 8.71441 -18.56944  C4 1.871, O49 1.634, O70 1.457, O121 1.464
31 H 22.97658 15.16461 1.93011  C68 1.090
32 H 10.96094 17.26244 -8.78160  C28 1.090
33 C 26.25617 17.63279 1.93941  H46 1.090, H59 1.090, C79 1.608, H130 1.090
34 H 18.65879 0.84792 -13.47815  C11 1.090
35 H 12.93494 20.14247 -12.36650  C25 1.090
36 O 9.37161 7.56117 -0.26111  N145 1.270
37 C 28.41303 8.43131 -9.67081  C55 1.602, H61 1.090, O66 1.453, H136 1.090
38 H 16.12004 8.34794 -15.67544  C146 1.090
39 C 18.02928 9.83540 -4.96847  C48 1.400, N78 1.449, C100 1.393
40 O 25.94723 8.34184 -6.67391  S12 1.485
41 H 12.60741 16.12000 0.89092  C94 1.090
42 H 11.10377 15.43474 -8.82317  C28 1.090
43 H 20.04323 10.53977 -5.13146  C100 1.080
44 S 13.90820 16.72882 2.73025  O64 1.448, C94 1.863, O115 1.677, O144 1.458
45 C 21.33288 14.37412 -15.37738  C2 1.431, H97 1.080, C122 1.371
46 H 27.28579 17.59040 1.58418  C33 1.090
47 C 18.71688 17.57592 -4.47611  H7 1.080, C90 1.388, C135 1.375
48 C 16.79179 9.84357 -5.62214  C39 1.400, C69 1.362, H74 1.080
49 O 18.06973 9.09838 -17.33513  S30 1.634, C71 1.423
50 S 19.19496 3.20443 -13.77882  C11 1.894, O88 1.635, O102 1.464, O125 1.485
51 H 27.39777 7.97068 -11.58474  C55 1.090
52 H 16.42079 10.13311 -15.68062  C146 1.090
53 O 13.51128 17.00623 -10.18923  S143 1.460
54 O 10.46978 9.34611 -0.71549  N145 1.217
55 C 28.10944 8.71063 -11.21855  H10 1.090, C37 1.602, H51 1.090, H83 1.090
56 C 10.10134 7.78633 -2.43075  C82 1.402, C133 1.374, N145 1.435
57 C 19.84843 19.64421 -4.79321  H9 1.080, C90 1.413, C109 1.411
58 C 11.55092 19.19916 -11.01771  H1 1.090, C25 1.507, H80 1.090, O112 1.390
59 H 26.35154 17.51924 3.01928  C33 1.090
60 H 16.25001 8.39152 -18.14107  C71 1.090
61 H 28.87972 7.45456 -9.54330  C37 1.090
62 S 24.94265 13.87438 1.13933  O20 1.464, C68 1.866, O77 1.494, O142 1.677
63 H 18.18474 1.84140 -12.02665  C11 1.090
64 O 13.97380 16.26115 4.09950  S44 1.448
65 H 27.85589 10.59677 -7.05194  C21 1.090
66 O 27.21833 8.56794 -8.85434  S12 1.622, C37 1.453
67 H 23.01390 13.77486 -14.09484  C122 1.080
68 C 23.17743 14.12039 1.69060  H5 1.090, H31 1.090, S62 1.866, H114 1.090
69 C 16.64567 10.47058 -6.82280  C48 1.362, H75 1.080, C141 1.405
70 O 19.03960 9.64036 -19.69410  S30 1.457
71 C 16.68380 9.24705 -17.62340  H16 1.090, O49 1.423, H60 1.090, C146 1.551
72 C 21.74963 15.18149 -13.16086  C8 1.424, N92 1.454, C122 1.420
73 O 28.00512 7.01051 -7.02699  S12 1.445
74 H 15.95832 9.26966 -5.24485  C48 1.080
75 H 15.65254 10.56946 -7.23550  C69 1.080
76 H 16.44272 14.74081 2.92139  C17 1.090
77 O 25.47095 12.63674 1.78733  S62 1.494
78 N 18.19115 9.20496 -3.67348  C39 1.449, O116 1.229, O126 1.232
79 C 25.43123 16.41962 1.28094  H19 1.090, C33 1.608, H89 1.090, O142 1.405
80 H 10.76224 19.75682 -11.52279  C58 1.090
81 H 20.77946 5.49103 -13.66328  C99 1.090
82 C 10.13591 6.39325 -2.58785  C56 1.402, H105 1.080, C107 1.402
83 H 27.79983 9.74019 -11.39816  C55 1.090
84 O 23.79659 15.31575 -12.00604  N92 1.211
85 C 17.43971 19.55833 -4.93683  N15 1.537, C109 1.392, C135 1.351
86 C 20.73314 6.19465 -11.61976  C99 1.533, H108 1.090, H119 1.090, H138 1.090
87 H 17.35353 7.19813 -19.58050  C4 1.090
88 O 19.74035 4.10347 -12.52734  S50 1.635, C99 1.444
89 H 24.38300 16.69713 1.39184  C79 1.090
90 C 19.92551 18.25329 -4.55944  C47 1.388, C57 1.413, H132 1.080
91 H 11.67742 15.92870 2.48768  C94 1.090
92 N 22.58630 15.36044 -11.98494  C72 1.454, O84 1.211, O111 1.248
93 O 12.08048 15.36753 -11.55932  S143 1.488
94 C 12.57516 15.72191 1.90511  H41 1.090, S44 1.863, H91 1.090, H129 1.090
95 H 10.12867 6.39637 -5.98827  C6 1.080
96 H 18.64328 21.33818 -5.29654  C109 1.080
97 H 21.54711 13.77602 -16.25075  C45 1.080
98 H 17.61242 11.54618 -8.40954  C141 1.080
99 C 20.09774 5.47259 -12.81297  H81 1.090, C86 1.533, O88 1.444, H140 1.090
100 C 19.10315 10.40780 -5.64646  C39 1.393, H43 1.080, C113 1.385
101 H 13.64057 19.44421 -10.93417  C25 1.090
102 O 17.90845 3.70017 -14.27152  S50 1.464
103 H 9.93958 9.69616 -3.32853  C133 1.080
104 H 16.06865 14.29317 0.22683  C23 1.090
105 H 10.16658 5.78023 -1.69922  C82 1.080
106 O 16.19740 21.50754 -5.15049  N15 1.220
107 C 10.17083 5.87214 -3.88939  C6 1.373, C82 1.402, H127 1.080
108 H 20.27727 6.04342 -10.64129  C86 1.090
109 C 18.61669 20.29909 -5.00332  C57 1.411, C85 1.392, H96 1.080
110 H 9.98665 16.28628 -9.93729  C28 1.090
111 O 22.01249 15.56443 -10.89515  N92 1.248
112 O 11.57498 17.91579 -11.55029  C58 1.390, S143 1.678
113 C 18.99407 10.99765 -6.89497  H29 1.080, C100 1.385, C141 1.371
114 H 22.50594 13.86729 0.87015  C68 1.090
115 O 15.23166 16.04173 1.96379  C17 1.431, S44 1.677
116 O 19.12495 9.48926 -2.92700  N78 1.229
117 C 10.17958 8.08603 -4.73849  C6 1.385, C133 1.358, H139 1.080
118 H 19.43396 15.04366 -16.26575  C2 1.080
119 H 20.83596 7.27664 -11.70245  C86 1.090
120 H 20.18666 16.43415 -12.36564  C8 1.080
121 O 20.37807 8.43690 -17.97342  S30 1.464
122 C 22.09195 14.31921 -14.23655  C45 1.371, H67 1.080, C72 1.420
123 H 15.85904 12.82831 1.28625  C23 1.090
124 H 28.25108 9.84750 -5.55887  C21 1.090
125 O 20.33586 2.97535 -14.70057  S50 1.485
126 O 17.31840 8.40098 -3.34327  N78 1.232
127 H 10.07876 4.79677 -3.92811  C107 1.080
128 H 18.81245 16.43249 -14.41031  C137 1.080
129 H 12.71422 14.64152 1.86620  C94 1.090
130 H 25.82286 18.61169 1.73426  C33 1.090
131 O 15.03657 19.73567 -5.42281  N15 1.233
132 H 20.88588 17.79185 -4.38295  C90 1.080
133 C 10.12468 8.64645 -3.50247  C56 1.374, H103 1.080, C117 1.358
134 H 19.88655 1.43301 -12.23837  C11 1.090
135 C 17.52961 18.26570 -4.55555  H3 1.080, C47 1.375, C85 1.351
136 H 29.11762 9.11269 -9.19395  C37 1.090
137 C 19.74131 15.88295 -14.37011  C2 1.363, C8 1.375, H128 1.080
138 H 21.71487 5.73199 -11.51853  C86 1.090
139 H 10.13374 8.67140 -5.64494  C117 1.080
140 H 19.29139 6.03420 -13.28465  C99 1.090
141 C 17.73575 11.12145 -7.42425  C69 1.405, H98 1.080, C113 1.371
142 O 25.67347 15.18015 1.89605  S62 1.677, C79 1.405
143 S 12.21961 16.59897 -10.73503  C28 1.891, O53 1.460, O93 1.488, O112 1.678
144 O 13.77658 18.13009 2.34986  S44 1.458
145 N 9.97528 8.30162 -1.09773  O36 1.270, O54 1.217, C56 1.435
146 C 16.01158 9.28254 -16.22577  H22 1.090, H38 1.090, H52 1.090, C71 1.551